P | Here is a cluster of 2 separate species, C12H16N2 in total from the Open Molecules 2025 dataset. Energies are from wB97M-V/def2-TZVPD.

XYZ file:
```
30
Properties=species:S:1:pos:R:3:nbo_charge:R:1
C -1.81 1.87 0.72 -0.60
C -2.47 0.94 1.73 -0.45
C -1.34 0.17 2.36 0.13
C -0.11 0.83 2.69 -0.16
N 0.77 -0.24 2.81 -0.49
C 0.05 -1.37 2.84 0.14
N -1.26 -1.16 2.52 -0.46
H -1.32 2.66 1.17 0.20
H -2.48 2.35 0.01 0.21
H -1.08 1.42 -0.15 0.21
H -3.04 1.57 2.47 0.21
H -3.26 0.29 1.47 0.23
H 0.16 1.92 2.68 0.23
H 1.69 -0.11 3.12 0.41
H 0.48 -2.37 2.84 0.20
C -0.56 0.34 -3.07 -0.65
C 0.51 -0.36 -2.36 0.02
C 1.62 0.43 -2.16 -0.25
C 2.75 -0.20 -1.61 -0.17
C 2.55 -1.43 -0.91 -0.25
C 1.29 -2.03 -0.94 -0.18
C 0.21 -1.66 -1.74 -0.21
H -1.29 -0.37 -3.44 0.21
H 0.05 0.91 -3.79 0.22
H -1.24 0.93 -2.51 0.22
H 1.66 1.46 -2.44 0.21
H 3.60 0.36 -1.56 0.20
H 3.31 -2.04 -0.56 0.21
H 1.26 -2.94 -0.40 0.20
H -0.68 -2.17 -1.79 0.22
```

frontier orbital gap = 8.905 eV
LUMO level = 0.03098 Ha
HOMO level = -8.06 eV
SMILES = CCc1c[nH]cn1.Cc1ccccc1

Q | Here is a cluster of 2 separate species, C12H16N2 in total from the Open Molecules 2025 dataset. Energies are from wB97M-V/def2-TZVPD.

XYZ file:
```
30
Properties=species:S:1:pos:R:3:nbo_charge:R:1
C 1.11 2.39 0.81 -0.61
C -0.41 2.33 0.60 -0.43
C -0.75 1.86 -0.78 0.10
C -0.60 2.56 -1.95 -0.12
N -0.94 1.68 -2.95 -0.52
C -1.28 0.51 -2.37 0.17
N -1.15 0.57 -1.06 -0.46
H 1.50 2.91 -0.06 0.21
H 1.44 1.36 0.67 0.22
H 1.48 2.68 1.80 0.21
H -1.01 1.95 1.42 0.22
H -0.87 3.33 0.57 0.20
H -0.35 3.58 -2.17 0.21
H -0.74 1.80 -3.93 0.41
H -1.64 -0.36 -2.90 0.20
C -1.74 -1.17 1.70 -0.64
C -0.33 -1.57 1.38 0.02
C -0.11 -2.72 0.62 -0.21
C 1.17 -3.07 0.18 -0.21
C 2.25 -2.30 0.58 -0.23
C 2.04 -1.18 1.37 -0.20
C 0.78 -0.82 1.80 -0.23
H -2.43 -1.60 0.98 0.22
H -1.78 -0.09 1.51 0.23
H -2.10 -1.35 2.71 0.21
H -0.96 -3.33 0.35 0.20
H 1.29 -4.06 -0.22 0.21
H 3.25 -2.59 0.30 0.21
H 2.93 -0.68 1.74 0.21
H 0.59 -0.07 2.56 0.21
```

frontier orbital gap = 9.518 eV
LUMO level = 0.03296 Ha
HOMO level = -8.62 eV
SMILES = CCc1c[nH]cn1.Cc1ccccc1

Least stable structure: P